Molecular formula: C17H23N9O3
Method: DFT, ωB97M-V/def2-TZVPD

Its SMILES is CCCN(CCC)Cc1c(C(=O)N/N=C/c2ccoc2)nnn1-c1nonc1N. The calculation puts the HOMO energy at -8.46 eV. For the HOMO-LUMO gap, the calculation gives 8.37 eV. The LUMO energy is -0.09 eV. The value obtained for the energy above the lowest of the compared OMol25 structures with the same formula, charge and spin is 4.4452 eV.

Each line ends with the natural charge from an NBO analysis.
Geometry (Å):
C: -2.9942 1.8685 0.5696  -0.23
N: -5.5397 -2.2172 -0.0512  -0.16
C: -1.7054 1.0318 -1.3307  -0.28
N: -4.3179 -0.6343 -1.0321  -0.09
O: 7.7326 0.1930 -0.2938  -0.38
C: -4.2993 -2.3990 0.3325  0.30
O: 1.4500 0.6226 -1.6019  -0.58
C: 5.8341 -0.7624 0.3762  -0.13
H: 9.0810 -0.8785 0.8539  0.21
H: 1.9955 -1.5306 0.6549  0.39
C: 6.9250 -1.3707 1.0660  -0.32
C: 1.2764 -0.2066 -0.7372  0.65
H: -2.8718 3.6871 1.7489  0.19
C: -3.5131 -1.3634 -0.3105  0.22
C: 8.0441 -0.7486 0.6155  0.09
N: -0.2038 -1.8816 0.3465  -0.21
C: -3.5673 3.1983 1.0652  -0.40
N: -1.4383 -2.1605 0.4389  -0.08
N: -3.8535 -3.3190 1.1989  -0.81
H: 1.9882 4.5970 -0.4187  0.21
H: 6.8681 -2.1577 1.7897  0.23
N: -1.8650 2.0658 -0.3204  -0.42
C: 4.4413 -1.0846 0.5147  0.03
H: -2.7436 1.2303 1.4369  0.16
H: -5.6236 2.5341 1.1005  0.20
H: -0.9152 1.3438 -2.0152  0.25
C: 6.4055 0.1855 -0.4381  0.13
H: -3.7038 3.8515 0.2028  0.21
C: -0.6405 2.4788 0.3408  -0.21
N: 3.5574 -0.4698 -0.1609  -0.20
H: -0.9237 3.0650 1.2163  0.20
H: -0.3888 4.1241 -1.0051  0.20
H: 0.9920 4.6002 1.0385  0.19
H: 4.1832 -1.8801 1.2261  0.16
H: -2.8520 -3.4395 1.2526  0.43
H: -4.7743 2.3276 2.6328  0.20
N: 2.2677 -0.7894 0.0020  -0.44
C: 0.2356 3.3483 -0.5599  -0.42
C: -0.0502 -0.7380 -0.3676  -0.06
N: -2.1505 -1.2107 -0.2037  -0.19
H: -3.7777 1.3699 -0.0040  0.21
C: 1.3748 3.9785 0.2309  -0.60
H: 0.6611 2.7431 -1.3597  0.23
H: -0.0503 1.6192 0.7043  0.16
C: -4.8988 2.9852 1.7744  -0.60
C: -1.3103 -0.2768 -0.7362  0.21
O: -5.5420 -1.1429 -0.8758  -0.12
H: 2.0084 3.2052 0.6600  0.20
H: -4.4717 -4.0683 1.4532  0.41
H: -2.6480 0.9308 -1.8724  0.24
H: 5.9595 0.8725 -1.1278  0.22
H: -5.2990 3.9332 2.1250  0.21

---

Molecular formula: C17H23NO5
Method: DFT, ωB97M-V/def2-TZVPD

Its SMILES is CCCC[C@H](CCC(=O)Nc1ccc(C(=O)OC)cc1)C(=O)O. The calculation puts the HOMO energy at -8.83 eV. For the HOMO-LUMO gap, the calculation gives 9.20 eV. The LUMO energy is 0.37 eV. The value obtained for the energy above the lowest of the compared OMol25 structures with the same formula, charge and spin is 0.3608 eV.

Each line ends with the natural charge from an NBO analysis.
Geometry (Å):
H: -2.4933 -3.2983 -0.1333  0.23
C: 2.2352 4.0230 -0.7874  0.80
C: 0.4694 -1.6713 -0.1291  0.26
H: -4.4079 -6.2587 1.5516  0.19
H: 0.9709 -4.0540 2.2321  0.24
H: -2.2478 4.4776 -0.4665  0.20
C: 1.8826 1.2081 -2.1131  -0.52
C: 0.0082 2.9100 -0.3875  -0.40
H: 2.1357 -2.1702 1.1314  0.20
O: 2.7863 3.1631 0.0874  -0.71
H: -0.8461 2.4787 -0.9118  0.22
C: 0.9592 3.5174 -1.4222  -0.33
C: -1.4792 -4.9333 1.8070  0.78
C: 0.4773 -3.4686 1.4715  -0.15
H: 2.1125 -0.5015 -0.3546  0.40
C: -0.8317 -3.7958 1.1199  -0.20
H: -2.6674 6.6267 0.7108  0.21
C: -0.8406 -1.9950 -0.4803  -0.29
H: -3.4896 -6.0658 3.0779  0.19
C: -0.4871 3.9308 0.6393  -0.39
H: -1.1997 6.4033 1.6631  0.20
H: 2.0033 3.0439 -3.2408  0.22
H: 0.5199 2.1044 0.1413  0.21
C: 1.1203 -2.4191 0.8554  -0.27
O: -0.9504 -5.6074 2.6587  -0.60
H: 3.5949 3.5506 0.4588  0.50
H: 0.4874 4.3901 -1.8826  0.24
C: 1.3010 2.5464 -2.5692  -0.38
H: -1.0156 3.3915 1.4292  0.20
H: -1.3437 -1.4194 -1.2385  0.26
C: 0.7855 0.2324 -1.7101  0.70
O: -0.2984 0.2088 -2.2443  -0.61
C: -2.0007 5.8835 1.1417  -0.60
H: 0.3837 2.3407 -3.1246  0.24
H: -0.8979 5.5973 -0.6712  0.20
H: 0.3682 4.4318 1.0995  0.19
C: -1.4808 -3.0481 0.1403  -0.13
O: -2.7362 -5.1477 1.3832  -0.51
H: -2.8860 -7.1645 1.8223  0.19
H: 2.4092 0.7482 -2.9542  0.24
C: -3.4182 -6.2274 2.0001  -0.26
H: 2.5953 1.3504 -1.3016  0.22
H: -2.5609 5.3003 1.8695  0.20
O: 2.7522 5.0788 -1.0375  -0.59
C: -1.4302 4.9805 0.0546  -0.40
N: 1.1762 -0.6235 -0.7170  -0.63

---

Molecular formula: C17H23NPSe2Te2Ti
Method: DFT, ωB97M-V/def2-TZVPD

The calculation puts the HOMO energy at -3.25 eV. For the HOMO-LUMO gap, the calculation gives 5.46 eV. The LUMO energy is 2.22 eV. The value obtained for the energy above the lowest of the compared OMol25 structures with the same formula, charge and spin is 0.0000 eV. Its total charge is -1.

Each line ends with the natural charge from an NBO analysis.
Geometry (Å):
H: -0.6004 2.9117 -2.4167  0.20
H: -0.1669 -4.6562 0.7623  0.21
H: 2.7370 1.7623 -2.7378  0.18
H: 1.4735 3.1039 -1.0745  0.22
Te: 4.8766 -2.7968 -0.3868  -0.66
H: -4.5726 -0.5250 -0.3138  0.22
C: -2.5953 1.8750 0.9747  -0.28
H: 2.8047 3.5066 2.6945  0.21
Te: 2.5223 -3.4970 0.7088  0.25
H: 3.2220 3.4593 0.9872  0.20
H: 1.3553 1.5018 2.4555  0.22
H: 0.3821 1.4603 -2.7034  0.23
N: -1.4253 -0.2079 0.7782  -0.48
C: -3.7218 1.3048 0.4013  -0.15
H: -4.6075 1.8983 0.2131  0.21
C: 0.6931 2.4020 -0.7639  -0.73
C: -1.2107 -2.7811 0.5307  -0.31
P: 1.5488 0.9883 0.0702  0.98
H: 1.5739 3.8346 1.4789  0.19
H: -2.1149 -6.0616 0.3151  0.20
C: -3.5670 -3.0401 -0.0908  -0.20
C: -2.4731 -2.2488 0.2564  -0.07
C: -3.4372 -4.4176 -0.0744  -0.24
H: 4.2451 0.8461 -2.6139  0.21
Se: 0.6422 -1.5924 -1.9169  -0.44
H: 2.9680 1.1237 1.9553  0.26
H: -4.2779 -5.0501 -0.3313  0.20
Se: 1.9928 -1.6815 2.3227  -0.48
C: -1.1166 -4.1769 0.5490  -0.21
H: -2.5677 2.9127 1.2751  0.22
H: -4.5181 -2.5995 -0.3630  0.19
C: -2.2155 -4.9826 0.2790  -0.20
C: -1.4790 1.0773 1.1222  0.08
C: 2.0970 1.7280 1.6849  -0.73
C: 3.2096 0.8906 -2.2747  -0.62
Ti: 0.4646 -1.4130 0.3039  0.50
H: -0.9993 1.3633 -1.6494  0.22
C: 3.1883 0.9732 -0.7554  -0.73
C: -3.7001 -0.0410 0.0975  -0.25
H: -0.5728 1.4908 1.5431  0.20
H: 3.7256 0.1125 -0.3396  0.28
H: 2.7095 -0.0115 -2.6206  0.25
H: 3.7046 1.8816 -0.4254  0.20
H: 0.0938 2.9328 -0.0175  0.21
C: -2.5514 -0.7908 0.3550  0.24
C: 2.4413 3.2138 1.7077  -0.61
C: -0.1803 2.0165 -1.9525  -0.61

---

Molecular formula: C17H24AsN3ORhS4
Method: DFT, ωB97M-V/def2-TZVPD

The calculation puts the HOMO energy at -10.47 eV. For the HOMO-LUMO gap, the calculation gives 5.62 eV. The LUMO energy is -4.85 eV. The value obtained for the energy above the lowest of the compared OMol25 structures with the same formula, charge and spin is 0.5818 eV. Its total charge is +1.

Each line ends with the natural charge from an NBO analysis.
Geometry (Å):
H: -1.9253 1.7495 -4.9852  0.26
C: 2.8198 0.5212 -2.7471  0.17
H: -5.8430 -3.5914 0.0643  0.23
C: -4.1191 -3.1859 2.9493  -0.21
H: -1.5870 2.9945 -3.7533  0.26
As: -1.1463 0.7194 -2.8578  1.50
S: 3.1263 1.5358 -3.9377  -0.10
H: -3.4977 -0.0667 -3.0574  0.26
S: 0.0757 1.5138 -1.2621  -0.30
H: -0.4573 2.5420 1.4147  0.23
C: -3.9203 -2.6694 0.2332  -0.19
H: -3.8356 -2.4889 -0.8295  0.21
C: -5.0508 -3.2850 0.7359  -0.22
H: 0.5927 -0.6102 -4.0283  0.28
H: 0.2353 2.4438 3.0467  0.23
C: 0.3003 2.9446 2.0841  -0.42
C: -0.6800 -1.1544 0.1207  -0.29
Rh: 0.9640 -0.4449 -0.6060  0.63
H: 3.7259 0.6776 0.3613  0.44
O: -8.8942 -3.9774 1.6084  -0.50
C: -2.9786 -2.5882 2.4449  -0.19
H: -0.3044 -1.6252 -2.8544  0.26
H: -0.2317 2.2009 -4.6048  0.28
H: -7.8139 -1.6851 3.3363  0.25
S: -6.5811 -4.3813 2.7615  0.21
H: 4.4310 3.3770 1.0003  0.22
H: -7.0382 -1.4831 1.7716  0.24
N: 3.3813 1.5910 0.6164  -0.53
C: -5.1668 -3.5353 2.1008  -0.17
C: -1.6823 -1.6872 0.5587  -0.12
H: 4.9866 2.4312 -0.3867  0.25
C: -2.8942 0.3064 -2.2301  -0.97
H: -2.7930 -0.4413 -1.4495  0.28
S: 1.3220 0.1039 1.5261  0.09
H: -8.8171 -1.4609 1.8753  0.24
C: 4.1085 2.7642 0.1569  -0.45
H: -1.0542 -1.1991 -4.4118  0.27
H: -2.1668 -2.3228 3.1081  0.23
C: -1.2361 2.0673 -4.2033  -0.96
C: -2.8709 -2.3147 1.0827  -0.06
H: 0.1383 4.0092 2.2227  0.23
H: 2.1426 3.6222 1.2781  0.42
C: -7.9080 -1.9029 2.2721  -0.73
C: -0.3868 -0.8534 -3.6217  -0.98
C: -7.9661 -3.3987 2.0836  0.46
H: -3.3356 1.2121 -1.8175  0.26
N: 1.6359 2.7795 1.5054  -0.55
H: 3.4900 3.3538 -0.5246  0.22
C: 2.1933 1.6250 1.1886  0.38
H: -4.2038 -3.3806 4.0096  0.23
N: 2.5548 -0.2364 -1.8776  -0.77